# 1
C5H6FeO4 as an isolated structure, computed with the ωB97M-V functional and the def2-TZVPD basis.

The geometry in ORCA input format:
```
! wB97M-V def2-TZVPD RIJCOSX def2/J DEFGRID3
* xyz 3 6
O 0.76 -1.03 0.27
C 0.89 -0.40 1.51
C 0.83 -1.20 2.61
O 0.53 -2.46 2.61
Fe 0.11 -3.81 1.54
H 0.76 0.67 1.52
H 0.84 -0.68 3.57
C -1.14 2.72 -1.43
C -0.84 1.46 -1.68
O -0.42 0.66 -0.60
C 0.10 -0.50 -0.75
O 0.21 -1.01 -1.92
H -1.02 3.15 -0.44
H -0.81 0.97 -2.65
H -1.36 3.38 -2.27
H 0.57 -1.91 -1.91
*
```

- ⟨S²⟩ = 8.7760
- gap between HOMO and LUMO (spin up / spin down) (eV) = 6.7 / 3.9
- maximum force (eV Å⁻¹) = 3.39

=====

# 2
The molecule C4H8O, computed with the ωB97M-V functional and the def2-TZVPD basis.

The geometry in ORCA input format:
```
! wB97M-V def2-TZVPD RIJCOSX def2/J DEFGRID3
* xyz 0 1
C -1.79 0.49 0.22
C -1.33 -0.66 -0.36
O -0.12 -1.29 -0.14
C 0.95 -0.63 0.47
C 1.38 0.51 -0.43
H -1.24 1.07 1.02
H -2.77 0.88 -0.10
H -2.04 -1.17 -0.96
H 0.69 -0.40 1.58
H 1.77 -1.35 0.52
H 1.95 1.29 0.18
H 0.54 1.14 -0.80
H 2.03 0.13 -1.21
*
```

- SMILES = C=COCC
- gap between HOMO and LUMO (eV) = 10.0
- maximum force (eV Å⁻¹) = 2.98

=====

# 3
A 2-piece molecular cluster, C2H5NO overall, computed with the ωB97M-V functional and the def2-TZVPD basis.

The geometry in ORCA input format:
```
! wB97M-V def2-TZVPD RIJCOSX def2/J DEFGRID3
* xyz 0 3
C -1.38 -0.46 0.09
C 0.82 0.31 -0.38
N -0.17 -0.58 -0.18
O 1.98 -0.17 0.25
H -2.02 -1.29 0.33
H -2.12 0.49 0.08
H 0.42 1.89 0.21
H 0.95 0.48 -1.36
H 1.53 -0.66 0.97
*
```

- ⟨S²⟩ = 2.0085
- gap between HOMO and LUMO (spin up / spin down) (eV) = 6.9 / 7.7
- maximum force (eV Å⁻¹) = 5.70

=====

# 4
C12H31CoO5 as an isolated structure, computed with the ωB97M-V functional and the def2-TZVPD basis.

The geometry in ORCA input format:
```
! wB97M-V def2-TZVPD RIJCOSX def2/J DEFGRID3
* xyz -1 4
Co 0.85 -0.62 -0.10
C 1.80 0.35 3.30
C 2.11 -1.08 2.84
O 2.13 -1.26 1.47
H 1.70 0.48 4.39
H 0.88 0.84 2.97
H 2.61 1.05 3.08
H 1.46 -1.81 3.36
H 3.06 -1.32 3.34
C -1.16 -3.49 -2.20
C -0.66 -3.42 -0.75
O 0.39 -2.59 -0.52
H -0.30 -3.80 -2.80
H -1.52 -2.53 -2.58
H -1.94 -4.24 -2.35
H -0.41 -4.49 -0.61
H -1.53 -3.18 -0.11
C 0.27 -0.55 -4.18
C 0.57 0.39 -3.04
O 1.45 -0.21 -2.13
H 1.21 -0.94 -4.59
H -0.38 -0.09 -4.94
H -0.26 -1.47 -3.94
H -0.38 0.60 -2.52
H 1.00 1.34 -3.41
C 0.60 3.50 1.15
C 1.10 2.64 -0.02
C 2.28 3.16 -0.84
O 1.39 1.34 0.53
H 1.48 3.77 1.75
H -0.15 2.92 1.68
H 0.38 4.53 0.84
H 0.29 2.42 -0.72
H 2.00 4.11 -1.31
H 2.39 2.46 -1.67
H 3.18 3.27 -0.22
H 2.33 1.39 0.73
C -2.06 0.02 2.43
C -2.11 -0.64 1.05
C -3.53 -0.62 0.47
O -1.23 -0.03 0.10
H -2.36 1.07 2.36
H -1.11 -0.06 2.96
H -2.77 -0.56 3.03
H -1.74 -1.66 1.12
H -3.37 -0.79 -0.60
H -3.98 0.38 0.58
H -4.26 -1.33 0.85
H -1.70 0.75 -0.22
*
```

- ⟨S²⟩ = 3.7561
- gap between HOMO and LUMO (spin up / spin down) (eV) = 6.5 / 6.4
- maximum force (eV Å⁻¹) = 3.02

=====

# 5
C6Br9N3 as an isolated structure, computed with the ωB97M-V functional and the def2-TZVPD basis.

The geometry in ORCA input format:
```
! wB97M-V def2-TZVPD RIJCOSX def2/J DEFGRID3
* xyz 0 1
Br 3.15 -1.65 -1.27
Br 0.54 -3.62 -1.58
Br 2.04 -3.35 1.17
Br 2.05 2.42 2.35
Br -1.17 2.65 2.88
Br 0.42 0.18 3.92
Br -0.92 2.26 -3.15
Br -2.35 -0.60 -3.27
Br -3.44 1.69 -1.21
N 0.78 -0.45 0.98
N -0.20 -0.68 -1.10
N -0.76 1.15 0.22
C 0.62 -1.11 -0.17
C 0.10 0.69 1.12
C -0.90 0.42 -0.89
C 1.51 -2.32 -0.41
C 0.33 1.40 2.42
C -1.82 0.90 -2.01
*
```

- gap between HOMO and LUMO (eV) = 9.0
- maximum force (eV Å⁻¹) = 2.19

=====

# 6
The molecule C2H4F2NP, computed with the ωB97M-V functional and the def2-TZVPD basis.

The geometry in ORCA input format:
```
! wB97M-V def2-TZVPD RIJCOSX def2/J DEFGRID3
* xyz 0 3
C 0.34 0.27 -0.10
C 1.61 -0.27 0.47
N -0.80 -0.25 0.04
F 1.66 -1.66 0.54
F -2.72 -0.70 -1.56
P -2.27 0.65 -0.71
H 0.56 1.21 -0.61
H 2.43 0.05 -0.13
H 2.07 0.14 1.39
H -2.88 0.56 0.67
*
```

- ⟨S²⟩ = 2.0115
- gap between HOMO and LUMO (spin up / spin down) (eV) = 5.8 / 7.8
- maximum force (eV Å⁻¹) = 5.16